{"formula": "C25H30Br2CaIN2O6", "method": "ωB97M-V/def2-TZVPD", "symbols": ["Ca", "C", "C", "O", "C", "C", "O", "C", "C", "O", "C", "C", "O", "C", "C", "O", "H", "H", "H", "H", "H", "H", "H", "H", "H", "H", "H", "H", "H", "H", "H", "H", "H", "H", "H", "H", "C", "C", "C", "C", "C", "C", "Br", "C", "C", "Br", "C", "O", "C", "N", "H", "H", "H", "H", "H", "H", "I", "C", "C", "C", "C", "N", "C", "H", "H", "H", "H"], "xyz": [[-0.831, -0.569, -0.985], [-2.764, 1.228, -2.695], [-1.365, 1.382, -3.284], [-0.605, 0.160, -3.125], [-0.700, -0.864, -4.136], [-1.115, -2.189, -3.472], [-0.501, -2.344, -2.173], [0.939, -2.463, -2.123], [1.304, -2.625, -0.653], [0.978, -1.388, 0.037], [0.886, -1.559, 1.453], [0.325, 0.979, 1.366], [-0.639, 1.078, 0.340], [-1.794, 1.944, 0.503], [-3.017, 1.321, -0.196], [-2.664, 0.598, -1.407], [-3.380, 0.586, -3.323], [-3.251, 2.201, -2.622], [-0.818, 2.142, -2.726], [-1.406, 1.680, -4.333], [0.278, -0.968, -4.604], [-1.418, -0.589, -4.908], [-0.865, -3.033, -4.113], [-2.187, -2.205, -3.282], [1.420, -1.561, -2.522], [1.265, -3.329, -2.698], [2.368, -2.842, -0.546], [0.720, -3.443, -0.229], [1.866, -1.779, 1.851], [0.214, -2.378, 1.684], [1.300, 1.071, 0.902], [0.188, 1.768, 2.098], [-1.539, 2.915, 0.080], [-2.029, 2.063, 1.561], [-3.745, 2.099, -0.419], [-3.482, 0.588, 0.457], [2.721, 0.357, 2.779], [1.346, -0.020, 3.266], [0.905, 0.131, 4.549], [-0.382, -0.036, 5.014], [-1.360, -0.470, 4.090], [-2.687, -0.790, 4.466], [-3.219, -0.601, 6.268], [-3.624, -1.255, 3.580], [-3.291, -1.451, 2.248], [-4.606, -2.079, 1.038], [-2.007, -1.191, 1.775], [-1.703, -1.435, 0.518], [-1.077, -0.648, 2.709], [0.329, -0.325, 2.179], [3.442, 0.131, 3.565], [2.845, 1.420, 2.533], [3.054, -0.196, 1.893], [1.678, 0.413, 5.259], [-0.619, 0.080, 6.057], [-4.625, -1.480, 3.923], [5.973, 0.149, -0.370], [4.380, 1.140, -1.246], [4.545, 2.347, -1.901], [3.423, 2.945, -2.450], [2.194, 2.321, -2.314], [2.023, 1.160, -1.680], [3.111, 0.584, -1.163], [5.520, 2.810, -1.982], [3.500, 3.888, -2.975], [1.308, 2.781, -2.738], [2.966, -0.357, -0.648]], "atomic_forces_ev_per_a": [[0.84, 0.64, -1.88], [0.19, -0.03, 0.19], [-0.04, -0.36, 0.08], [-0.41, 0.36, -1.12], [-0.01, -0.03, 0.26], [0.34, 0.33, 0.17], [0.51, -1.26, -1.35], [-0.14, 0.08, 0.23], [-0.21, 0.18, -0.07], [0.88, -0.54, 0.35], [-0.36, -0.08, -0.21], [-0.22, 0.00, -0.12], [-0.08, 1.35, 1.23], [0.05, -0.23, -0.08], [0.26, -0.15, -0.11], [-0.81, 1.06, -0.08], [-0.08, -0.08, 0.01], [-0.01, 0.05, 0.00], [0.11, -0.05, 0.00], [0.00, -0.01, -0.03], [0.09, 0.13, -0.01], [-0.05, -0.04, -0.01], [0.03, -0.06, -0.07], [-0.03, -0.04, 0.12], [-0.07, -0.02, -0.07], [0.04, -0.09, 0.02], [0.05, 0.03, -0.01], [-0.04, 0.01, 0.10], [0.20, 0.16, 0.16], [-0.16, 0.02, 0.00], [0.06, -0.07, -0.08], [-0.10, -0.08, 0.20], [0.08, 0.07, -0.06], [0.01, -0.01, 0.05], [-0.02, 0.06, -0.04], [0.01, -0.12, -0.07], [-0.04, -0.01, 0.08], [0.01, -0.26, -0.09], [0.17, 0.14, 0.05], [-0.16, 0.01, -0.21], [0.11, 0.13, -0.08], [-0.07, -0.03, -0.04], [-0.04, 0.03, 0.14], [-0.04, 0.03, 0.01], [-0.15, 0.03, 0.16], [0.05, -0.01, -0.02], [0.19, -0.04, -0.18], [-1.00, -1.05, 2.77], [0.32, -0.14, -0.06], [-0.19, 0.06, -0.27], [-0.02, 0.03, -0.01], [-0.01, 0.00, 0.00], [-0.01, -0.02, 0.04], [-0.02, -0.03, -0.03], [-0.01, -0.02, -0.03], [0.02, 0.01, 0.00], [0.13, -0.08, 0.07], [-0.11, -0.08, 0.02], [0.04, 0.10, -0.05], [-0.03, 0.05, -0.03], [-0.04, -0.03, 0.00], [0.10, -0.10, 0.07], [-0.07, 0.12, -0.04], [-0.03, -0.02, 0.00], [-0.01, -0.02, 0.01], [0.01, -0.02, 0.01], [-0.01, 0.03, 0.00]], "mulliken_charge": [2.201, -0.725, -0.504, -0.234, -0.604, -0.822, -0.478, -0.616, -0.847, 1.071, -1.444, -1.500, -0.138, -0.624, -0.643, -0.388, 0.292, 0.499, 0.002, 0.599, 0.322, 0.503, 0.500, 0.344, 0.217, 0.575, 0.392, 0.398, 0.838, 0.359, 0.388, 0.742, 0.430, 0.521, 0.661, 0.002, -1.773, 0.761, -0.654, -1.925, 1.080, 0.076, -0.237, -0.470, -0.074, -0.176, -0.119, -0.957, -0.032, 1.214, 0.482, 0.240, 0.164, 0.444, 0.340, 0.429, 0.117, -0.725, -0.170, -0.884, -0.141, 0.246, 0.185, 0.405, 0.451, 0.264, 0.147], "e_lumo_ev": -2.3, "e_tot_ha": -7654.64679, "charge": 1, "de_lowest_ev": 2.443}

{"formula": "H7PSi2", "method": "ωB97M-V/def2-TZVPD", "symbols": ["Si", "P", "Si", "H", "H", "H", "H", "H", "H", "H"], "xyz": [[1.131, -1.226, 0.641], [-0.261, 0.276, 1.433], [-1.177, 1.107, -0.601], [0.054, -2.193, 0.707], [2.545, -1.130, 1.370], [1.484, -1.091, -0.688], [0.653, 1.419, 1.517], [-2.506, 1.824, -0.318], [-1.429, -0.226, -1.117], [-0.569, 2.321, -1.526]], "atomic_forces_ev_per_a": [[1.07, 0.77, 1.68], [0.11, 2.85, -0.52], [-0.21, 1.74, 0.68], [0.33, -1.33, 0.22], [-1.69, -0.65, -0.31], [0.48, 0.21, -2.16], [-0.49, -0.69, 0.21], [0.67, -0.72, 0.08], [-0.15, -0.18, -0.96], [-0.13, -1.99, 1.08]], "mulliken_charge": [0.334, -0.187, 0.291, -0.064, -0.068, -0.133, 0.052, -0.084, -0.095, -0.047], "e_lumo_ev": 0.4, "e_tot_ha": -924.43377, "charge": 0, "de_lowest_ev": 0.277}

{"formula": "C5H5NO", "method": "ωB97M-V/def2-TZVPD", "symbols": ["N", "C", "C", "C", "C", "C", "O", "H", "H", "H", "H", "H"], "xyz": [[0.983, -1.292, -2.462], [0.572, -0.490, -1.736], [0.202, 0.576, -0.831], [0.927, 0.598, 0.482], [-0.561, 0.375, 0.469], [-1.123, -0.931, 0.915], [-2.042, -0.998, 1.694], [-0.006, 1.515, -1.334], [1.553, -0.270, 0.675], [1.314, 1.539, 0.857], [-1.178, 1.220, 0.761], [-0.640, -1.843, 0.511]], "atomic_forces_ev_per_a": [[-0.55, 0.69, 0.71], [0.31, -0.71, -0.58], [0.07, 0.07, -0.15], [0.17, 0.03, 0.13], [-0.15, 0.05, 0.09], [-0.16, 0.04, 0.14], [0.36, -0.03, -0.36], [0.10, -0.13, 0.09], [-0.12, 0.17, 0.00], [-0.12, -0.12, -0.04], [0.08, -0.13, -0.06], [0.00, 0.06, 0.02]], "mulliken_charge": [-0.426, 0.006, 0.088, -0.691, 0.055, -0.167, -0.466, 0.371, 0.305, 0.247, 0.358, 0.321], "e_lumo_ev": 0.7, "e_tot_ha": -323.46834, "charge": 0, "de_lowest_ev": 1.397}

{"formula": "C11H24NO4P", "method": "ωB97M-V/def2-TZVPD", "symbols": ["C", "C", "O", "P", "O", "O", "C", "C", "C", "C", "C", "N", "C", "C", "O", "C", "C", "H", "H", "H", "H", "H", "H", "H", "H", "H", "H", "H", "H", "H", "H", "H", "H", "H", "H", "H", "H", "H", "H", "H", "H"], "xyz": [[1.723, 1.864, 2.195], [1.215, 0.548, 2.759], [0.928, -0.375, 1.714], [-0.527, -0.367, 1.034], [-1.303, 0.861, 1.250], [-1.249, -1.664, 1.687], [-2.490, -1.535, 2.366], [-3.636, -2.062, 1.518], [-0.067, -0.890, -0.672], [-1.313, -1.287, -1.462], [-1.016, -1.892, -2.830], [0.755, 0.202, -1.141], [1.846, -0.142, -2.033], [2.787, 1.061, -2.118], [2.114, 2.201, -2.595], [1.031, 2.525, -1.752], [0.043, 1.363, -1.639], [2.002, 2.533, 3.005], [0.934, 2.322, 1.605], [2.586, 1.687, 1.559], [0.319, 0.725, 3.361], [1.976, 0.065, 3.380], [-2.660, -0.482, 2.609], [-2.400, -2.113, 3.291], [-4.556, -2.045, 2.096], [-3.434, -3.084, 1.204], [-3.762, -1.439, 0.636], [0.581, -1.762, -0.546], [-1.966, -0.418, -1.568], [-1.840, -2.025, -0.854], [-0.302, -2.708, -2.739], [-0.607, -1.150, -3.511], [-1.931, -2.283, -3.271], [2.385, -1.000, -1.627], [1.496, -0.386, -3.049], [3.602, 0.869, -2.818], [3.201, 1.262, -1.118], [0.550, 3.399, -2.195], [1.405, 2.780, -0.750], [-0.745, 1.622, -0.933], [-0.397, 1.179, -2.633]], "atomic_forces_ev_per_a": [[-0.14, -0.34, 0.03], [0.21, 0.40, 0.42], [-0.58, -0.23, -0.47], [0.71, -1.30, 0.58], [-0.12, 0.32, -0.27], [0.67, 0.43, -0.69], [-0.65, 0.07, 0.32], [0.39, 0.10, 0.14], [-0.46, 0.22, 0.74], [0.09, -0.10, -0.06], [-0.07, 0.14, 0.15], [0.15, 0.09, -0.42], [0.28, 0.27, -0.01], [0.08, -0.40, -0.02], [0.01, 0.06, -0.17], [-0.38, -0.03, 0.08], [0.18, 0.37, -0.10], [0.04, 0.10, 0.08], [-0.04, 0.12, -0.05], [0.11, 0.02, -0.06], [0.11, -0.07, 0.02], [-0.15, 0.06, -0.05], [0.02, -0.18, 0.07], [0.01, 0.10, -0.09], [-0.13, 0.00, 0.03], [-0.03, -0.11, -0.04], [-0.07, 0.04, -0.10], [-0.03, -0.02, 0.09], [-0.09, -0.03, 0.04], [-0.09, 0.06, -0.03], [0.08, -0.10, -0.05], [0.07, 0.03, -0.09], [-0.03, -0.05, -0.08], [0.02, -0.02, -0.02], [0.04, -0.03, 0.05], [-0.02, -0.03, 0.08], [0.00, -0.04, -0.06], [-0.01, -0.04, 0.09], [-0.06, 0.01, -0.05], [-0.07, 0.09, -0.05], [-0.04, 0.02, 0.04]], "mulliken_charge": [-0.820, -0.386, -0.396, 0.856, -0.797, -0.338, -0.205, -1.149, -0.746, -0.460, -1.448, 0.459, -0.461, -0.586, -0.412, -0.679, -0.566, 0.463, 0.153, 0.137, 0.289, 0.397, 0.314, 0.347, 0.422, 0.270, 0.242, 0.730, 0.347, 0.384, 0.325, 0.261, 0.439, 0.433, 0.216, 0.353, 0.245, 0.374, 0.226, 0.486, 0.281], "e_lumo_ev": 0.9, "e_tot_ha": -1130.67511, "charge": 0, "de_lowest_ev": 0.000}